1.
Entry from the Open Molecules 2025 dataset: a structure of composition C38H53N4OP2V in a non-equilibrium geometry (ωB97M-V/def2-TZVPD).

Calculated values
E_LUMO (spin up / spin down): -2.815 / -3.415 eV
calculated total energy: -3400.52570 a.u.
charge: +1
molar mass: 694.76 g mol⁻¹
2S+1: 4

Cartesian coordinates (Å):
C: -1.592 -1.350 -2.345
C: 0.673 -1.836 -1.973
C: -1.615 -2.151 -3.480
C: 0.613 -2.841 -2.974
C: -0.524 -2.987 -3.746
H: -2.512 -2.129 -4.096
H: 1.523 -3.403 -3.169
H: -0.573 -3.720 -4.549
N: -0.528 -1.317 -1.517
P: -2.761 -0.033 -0.233
P: 2.557 -0.266 -0.351
C: -2.673 -0.320 -2.072
H: -2.372 0.616 -2.574
H: -3.624 -0.630 -2.522
C: 1.945 -1.305 -1.629
H: 2.751 -1.978 -1.970
C: 3.999 0.494 -1.440
C: 3.398 -1.131 1.202
C: -3.515 1.696 -0.050
C: -3.930 -1.455 0.234
C: 3.853 1.991 -1.136
H: 3.946 2.203 -0.062
H: 4.640 2.547 -1.664
H: 2.881 2.368 -1.476
C: 5.430 0.010 -1.156
H: 5.774 0.136 -0.128
H: 5.562 -1.038 -1.458
H: 6.103 0.608 -1.792
C: 3.816 0.211 -2.937
H: 4.501 0.877 -3.488
H: 4.081 -0.826 -3.191
H: 2.798 0.412 -3.283
C: 4.149 -0.029 1.971
H: 3.457 0.763 2.288
H: 4.606 -0.460 2.876
H: 4.949 0.449 1.395
C: 2.307 -1.682 2.119
H: 1.614 -0.900 2.450
H: 1.728 -2.486 1.651
H: 2.775 -2.097 3.026
C: 4.287 -2.305 0.801
H: 5.175 -2.016 0.237
H: 4.636 -2.806 1.717
H: 3.728 -3.041 0.211
C: -4.264 -1.317 1.727
H: -4.887 -2.177 2.017
H: -3.359 -1.339 2.351
H: -4.838 -0.409 1.949
C: -3.238 -2.814 -0.001
H: -2.974 -2.961 -1.055
H: -2.344 -2.946 0.612
H: -3.952 -3.603 0.280
C: -5.217 -1.474 -0.612
H: -5.855 -2.286 -0.233
H: -5.790 -0.548 -0.543
H: -5.006 -1.680 -1.669
C: -2.718 2.684 -0.914
H: -2.857 2.500 -1.987
H: -3.076 3.702 -0.696
H: -1.642 2.656 -0.694
C: -3.400 2.114 1.422
H: -2.349 2.241 1.714
H: -3.908 3.082 1.550
H: -3.865 1.396 2.109
C: -4.984 1.716 -0.497
H: -5.103 1.325 -1.518
H: -5.633 1.171 0.202
H: -5.327 2.763 -0.504
V: -0.412 0.023 0.091
C: -0.689 -1.299 1.338
O: -0.906 -2.068 2.220
N: 0.385 1.139 -1.306
C: 0.928 1.121 -2.391
C: 0.881 2.014 -3.539
C: 0.577 3.371 -3.317
C: 1.113 1.568 -4.854
C: 0.550 4.273 -4.383
H: 0.373 3.728 -2.306
C: 1.099 2.478 -5.916
H: 1.330 0.515 -5.027
C: 0.832 3.833 -5.682
H: 0.318 5.318 -4.189
H: 1.317 2.148 -6.935
H: 0.853 4.548 -6.502
N: 0.132 1.945 3.929
C: -0.031 0.877 3.118
N: 0.010 1.256 1.833
C: 0.276 2.646 1.817
C: 0.287 3.568 0.769
C: 0.266 4.933 1.089
C: 0.285 5.360 2.427
C: 0.314 4.431 3.481
C: 0.322 3.083 3.140
H: 0.103 1.910 4.941
H: -0.225 -0.109 3.511
H: 0.331 3.202 -0.254
H: 0.239 5.671 0.285
H: 0.277 6.430 2.639
H: 0.326 4.714 4.534



2.
Entry from the Open Molecules 2025 dataset: a structure of composition C38H54AlN8O2S in a non-equilibrium geometry (ωB97M-V/def2-TZVPD).

Calculated values
E_LUMO: -2.716 eV
calculated total energy: -2709.49997 a.u.
charge: +1
molar mass: 713.95 g mol⁻¹

Cartesian coordinates (Å):
Al: 0.082 0.017 0.054
C: 1.032 -1.902 4.111
C: -0.431 -2.201 3.767
C: -0.492 -3.103 2.535
C: -1.278 -0.936 3.695
C: -2.355 -0.864 4.579
C: -3.102 0.289 4.735
C: -2.727 1.430 4.054
C: -1.673 1.401 3.148
C: -1.247 2.706 2.505
C: -0.542 3.598 3.534
C: -2.430 3.478 1.899
C: -0.986 0.191 2.905
N: 0.015 0.162 1.892
C: 1.251 0.714 2.263
C: 2.183 0.871 1.315
N: 1.835 0.536 -0.009
C: 2.911 0.509 -0.934
C: 3.826 -0.557 -0.909
C: 4.852 -0.580 -1.847
C: 4.988 0.428 -2.784
C: 4.130 1.514 -2.754
C: 3.093 1.574 -1.835
C: 2.199 2.792 -1.741
C: 2.702 3.741 -0.646
C: 2.071 3.560 -3.059
C: 3.766 -1.608 0.185
C: 4.887 -1.321 1.193
C: 3.888 -3.044 -0.328
H: 1.528 -2.826 4.412
H: 1.096 -1.196 4.938
H: 1.565 -1.495 3.254
H: -0.835 -2.785 4.599
H: -0.077 -2.598 1.663
H: -1.518 -3.408 2.329
H: 0.092 -4.006 2.719
H: -2.600 -1.730 5.181
H: -3.940 0.310 5.420
H: -3.250 2.361 4.233
H: -0.518 2.480 1.727
H: -1.216 3.840 4.354
H: -0.220 4.528 3.063
H: 0.334 3.101 3.947
H: -2.954 4.043 2.669
H: -3.164 2.811 1.440
H: -2.079 4.200 1.159
H: 1.416 0.996 3.293
H: 3.181 1.229 1.524
H: 5.576 -1.384 -1.836
H: 5.773 0.375 -3.526
H: 4.286 2.327 -3.449
H: 1.215 2.419 -1.437
H: 3.726 4.049 -0.856
H: 2.680 3.260 0.329
H: 2.080 4.638 -0.604
H: 2.964 4.157 -3.239
H: 1.232 4.259 -3.009
H: 1.943 2.876 -3.899
H: 2.806 -1.516 0.698
H: 5.862 -1.474 0.727
H: 4.804 -1.981 2.056
H: 4.840 -0.292 1.543
H: 4.795 -3.178 -0.917
H: 3.024 -3.320 -0.933
H: 3.940 -3.731 0.517
N: 2.981 -5.613 -5.358
C: 2.340 -4.487 -4.947
C: 1.209 -4.010 -5.630
C: 0.571 -2.861 -5.218
C: 1.070 -2.175 -4.123
C: 2.191 -2.615 -3.432
C: 2.823 -3.765 -3.840
S: 0.306 -0.733 -3.517
O: 1.108 0.446 -3.772
O: -1.025 -0.553 -4.137
N: 0.129 -0.849 -1.894
C: -0.829 -1.716 -1.493
N: -1.315 -1.351 -0.280
C: -2.312 -2.083 0.229
C: -2.799 -3.181 -0.446
C: -2.207 -3.493 -1.665
N: -1.235 -2.762 -2.200
H: 2.573 -6.201 -6.061
H: 3.700 -6.007 -4.780
H: 0.839 -4.556 -6.488
H: -0.306 -2.491 -5.729
H: 2.545 -2.035 -2.591
H: 3.692 -4.126 -3.306
H: -2.706 -1.762 1.184
H: -3.597 -3.777 -0.034
H: -2.502 -4.357 -2.246
N: -1.371 2.792 -4.056
C: -1.869 3.001 -2.667
C: -1.525 1.693 -1.928
N: -1.274 1.717 -0.492
H: -1.766 3.432 -4.741
H: -1.528 1.755 -4.336
H: -0.342 2.822 -4.070
H: -2.938 3.204 -2.701
H: -1.348 3.848 -2.217
H: -0.583 1.386 -2.347
H: -2.260 0.925 -2.160
H: -2.136 1.725 0.045
H: -0.762 2.566 -0.264



> Among the records above, which one has the lowest molar mass?

C38H53N4OP2V



> What is the formula in the first record?

C38H53N4OP2V



> What is the formula in the second record?

C38H54AlN8O2S